1.
A structure of composition C7H11NO2 at a distorted geometry. Source: the Open Molecules 2025 dataset; level of theory: ωB97M-V with the def2-TZVPD basis set.

```
21
Properties=species:S:1:pos:R:3
C 0.4356 -0.0133 1.8428
C -1.7911 -0.4722 1.5753
C 1.7007 0.1989 2.2393
C 0.0823 -0.8072 0.1211
C -0.0357 -0.3473 -2.3254
C 0.0623 1.5073 -0.7734
C 0.4774 0.0631 -0.9977
N -1.3419 -0.8772 0.3574
O -2.9074 -0.6548 2.0102
O -0.7837 0.1748 2.2488
H 2.1420 0.6433 3.1226
H 2.3583 -0.2952 1.5118
H 0.5627 -1.7559 0.1657
H -1.0750 -0.0812 -2.5339
H 0.1965 -1.4814 -2.5612
H 0.4593 0.2559 -3.0781
H -1.0375 1.5181 -0.5149
H 0.3311 2.1056 -1.6437
H 0.5457 2.0562 0.1173
H 1.5605 0.0134 -0.9314
H -1.9419 -1.7509 0.0472
```

Properties
- LUMO level: 0.0248 Eh
- HOMO energy: -9.52 eV



2.
A cluster of 2 separate species, C14H16B2F4O11P in total at a distorted geometry. Source: the Open Molecules 2025 dataset; level of theory: ωB97M-V with the def2-TZVPD basis set.

```
48
Properties=species:S:1:pos:R:3
C 2.1504 -0.6707 4.0824
C 2.0373 0.3856 3.5364
C 1.6738 1.4971 2.6192
C 1.5234 2.7906 3.4499
F 0.5565 3.6180 2.9925
F 1.2127 2.5253 4.7442
F 2.6695 3.5044 3.4741
O 2.7146 1.5788 1.6918
B 2.4155 0.4916 0.6656
B 3.6628 -0.6530 0.4910
O 4.9741 -0.3076 0.8734
O 3.5538 -1.9222 -0.0497
O 1.0319 -0.0271 1.0857
C 0.4617 1.0650 1.7052
C 0.1049 2.1859 0.7099
C -0.4216 1.6382 -0.6121
F -1.5953 2.3163 -0.9925
C -0.7576 0.7141 2.6059
P -1.7231 -0.7603 2.2149
O -3.1732 -0.5060 2.3773
O -1.2341 -1.9492 3.1799
O -1.3666 -1.2615 0.7624
H 2.2827 -1.6085 4.5660
H 2.2561 0.9694 -0.4780
H 4.9395 0.1053 1.7411
H 4.3581 -2.3951 0.1953
H -0.6553 2.8526 1.1087
H 0.9679 2.8136 0.5047
H -0.6120 0.5710 -0.5667
H 0.3074 1.8029 -1.4019
H -0.4264 0.5690 3.6345
H -1.4937 1.5120 2.6324
H -1.5167 -1.7652 4.0815
H -2.1017 -1.7980 0.4322
C -0.9639 -1.3561 -3.1797
C -0.7412 -0.9894 -4.4493
C -1.8252 -1.0246 -5.4961
O -1.5331 -0.6592 -6.6210
C -3.1451 -1.4910 -5.1146
C -3.3689 -1.8583 -3.8466
C -2.2879 -1.8036 -2.7978
O -2.5928 -2.1448 -1.6708
O -4.5396 -2.2946 -3.4039
O 0.4338 -0.5675 -4.8939
H -0.1952 -1.3307 -2.4177
H -3.9120 -1.5242 -5.8752
H -4.4143 -2.4741 -2.4510
H 0.3083 -0.3640 -5.8396
```

Properties
- Net charge: -1
- LUMO level: 0.0144 Eh
- HOMO energy: -4.58 eV



3.
A structure of composition H29O15 at a distorted geometry. Source: the Open Molecules 2025 dataset; level of theory: ωB97M-V with the def2-TZVPD basis set.

```
44
Properties=species:S:1:pos:R:3
O 0.4245 3.3352 0.5684
H 0.3541 2.9867 -0.3003
H -3.0258 -0.6258 -3.4222
O -0.0768 -2.2495 2.7569
H -0.4034 -1.3341 2.4302
H -1.1704 0.4674 0.3566
O -2.4784 -0.5504 -4.2039
H -1.4593 -1.1552 0.6452
H -2.5852 -3.0427 -0.6278
O -2.7303 -3.9568 -1.9847
H 2.5683 -3.1411 -1.4685
H -3.0028 -3.3268 -2.6501
O 1.3550 -1.9964 0.0257
H 1.6186 -1.0808 0.1732
H -4.4823 0.9548 0.8197
O 3.1327 1.5686 -0.6670
H 3.0443 1.2963 3.3024
H 2.5065 2.1763 -1.0821
O 0.8440 2.3701 -1.9604
H 0.8381 -2.3297 0.7956
H 0.6582 -1.9568 3.2963
O -0.6520 0.4224 -1.7268
H 0.0236 1.3851 -1.7872
H 1.2849 3.0000 0.8315
O 3.4043 -2.7311 -1.3646
H -3.4095 1.2856 0.0769
H -1.9272 0.2419 -4.1803
O 2.4046 1.9164 3.6323
H -2.2239 -4.5467 -2.5079
O -2.4199 4.3114 1.6075
H -1.5676 3.8881 1.3760
H 1.5524 1.8882 3.2720
O 4.0540 -0.9342 2.5623
H 4.3059 -0.1271 3.0602
H 4.7344 -1.6080 2.6071
O -4.3466 1.5718 0.0902
H 0.8581 2.2169 -2.9001
H 0.0996 -0.2200 -1.8067
O -1.9184 -2.5605 -0.1183
H 3.3726 -1.8377 -1.0538
H -3.1249 3.7153 1.3643
O -1.2379 -0.2811 0.9692
H -1.0280 -2.5406 -0.6038
H 3.9157 1.7983 -1.1549
```

Properties
- Net charge: -1
- LUMO level: 0.0846 Eh
- HOMO energy: -5.68 eV



4.
A cluster of 5 separate species, C18H42F3N2O18S6 in total at a distorted geometry. Source: the Open Molecules 2025 dataset; level of theory: ωB97M-V with the def2-TZVPD basis set.

```
89
Properties=species:S:1:pos:R:3
C -2.1717 -3.2045 -0.9401
C -1.2750 -4.3884 -1.6701
O -1.4952 -4.5282 -3.0079
N -0.2966 -5.3064 -0.9079
C -0.5684 -6.6876 -1.4638
S 1.3544 -4.7885 -1.1384
O 1.5015 -3.3833 -0.5071
O 1.5238 -4.5699 -2.6914
N 2.5758 -5.9454 -0.6937
S 2.8094 -6.0819 1.0257
O 4.2053 -6.7981 1.2130
O 2.9306 -4.7435 1.7930
C 1.5653 -7.2591 1.8743
C 0.6461 -6.5150 3.0114
O -0.7226 -6.2007 2.5150
C 0.4532 -7.6066 4.2619
F 1.6861 -7.6207 5.1326
F -0.6418 -7.1103 5.1768
F 0.1292 -8.9805 3.7862
H -2.7421 -2.5933 -1.7838
H -3.0262 -3.7470 -0.3162
H -1.5427 -2.4455 -0.3096
H -1.6972 -6.8439 -1.8202
H -0.4183 -7.5032 -0.6048
H 0.2085 -6.9423 -2.3293
H 0.9402 -7.8527 1.0629
H 2.1880 -8.0940 2.4552
H 1.1318 -5.5663 3.4987
H -0.5658 -5.4483 1.8662
O -2.8211 1.3430 -3.2381
S -2.5804 1.2740 -1.8140
O -2.9835 0.1325 -1.0207
O -3.1557 2.6288 -1.1112
C -4.5284 2.9554 -1.2944
C -5.4327 2.0468 -0.4820
C -0.8559 1.5669 -1.5123
H -4.7927 2.9312 -2.3567
H -4.6631 3.9885 -0.9515
H -5.3727 1.0114 -0.8351
H -6.4742 2.3643 -0.5574
H -5.1333 2.0454 0.5713
H -0.5385 2.4466 -2.0740
H -0.3055 0.6864 -1.8510
H -0.7023 1.7089 -0.4410
O -7.7589 5.3273 -4.3467
S -8.6447 4.3685 -3.7246
O -8.2542 3.6046 -2.5590
O -9.1983 3.3397 -4.8628
C -8.2508 2.6066 -5.6306
C -7.6099 1.4973 -4.8168
C -10.1868 5.1689 -3.3613
H -7.4947 3.2766 -6.0528
H -8.7935 2.1605 -6.4728
H -7.0066 1.9057 -3.9986
H -6.9554 0.8851 -5.4396
H -8.3755 0.8585 -4.3644
H -10.5186 5.7229 -4.2405
H -10.0168 5.8540 -2.5278
H -10.9199 4.4129 -3.0741
O 3.9300 0.5786 2.9501
S 4.5490 0.5649 1.6434
O 3.7968 0.8207 0.4337
O 5.3747 -0.8297 1.4609
C 4.6709 -2.0573 1.6100
C 3.7709 -2.3340 0.4197
C 5.9435 1.6630 1.6616
H 4.1037 -2.0658 2.5466
H 5.4217 -2.8537 1.6798
H 2.9679 -1.5920 0.3506
H 3.3078 -3.3189 0.5015
H 4.3392 -2.2811 -0.5147
H 6.5455 1.4627 2.5491
H 5.5605 2.6855 1.6906
H 6.5255 1.5125 0.7505
O 6.0169 4.9191 1.7725
S 7.0821 5.8084 2.1788
O 8.2202 5.3457 2.9439
O 6.4359 7.1022 2.9331
C 5.6112 6.8798 4.0711
C 6.4289 6.4733 5.2834
C 7.6963 6.6551 0.7447
H 4.8371 6.1383 3.8479
H 5.0998 7.8252 4.2890
H 6.9087 5.5007 5.1282
H 5.7985 6.3956 6.1709
H 7.2266 7.1992 5.4722
H 6.8542 7.0442 0.1705
H 8.2563 5.9324 0.1471
H 8.3587 7.4613 1.0652
```

Properties
- Net charge: -1
- LUMO level: 0.0530 Eh
- HOMO energy: -6.69 eV



5.
The ion C2H6IN2 with charge +1 at a distorted geometry. Source: the Open Molecules 2025 dataset; level of theory: ωB97M-V with the def2-TZVPD basis set.

```
11
Properties=species:S:1:pos:R:3
C 1.5663 -0.8413 -0.0243
N 0.1008 -0.4348 -0.0442
C -0.3546 0.7474 -0.0515
N -1.6419 1.1099 -0.0186
I -3.2389 -0.1611 -0.0270
H 1.5806 -1.7934 -0.6207
H 1.8545 -1.0197 0.9305
H 2.3450 -0.0848 -0.2980
H -0.5421 -1.2076 0.0385
H 0.3290 1.6342 -0.0783
H -1.9987 2.0512 0.1937
```

Properties
- Net charge: +1
- SMILES string: C/[NH+]=C/NI
- LUMO level: -0.1730 Eh
- HOMO energy: -14.03 eV



Q: Which of these has the lowest HOMO energy?
A: C2H6IN2



Please write out number 5 again, unchanged.
The ion C2H6IN2 with charge +1 at a distorted geometry. Source: the Open Molecules 2025 dataset; level of theory: ωB97M-V with the def2-TZVPD basis set.

```
11
Properties=species:S:1:pos:R:3
C 1.5663 -0.8413 -0.0243
N 0.1008 -0.4348 -0.0442
C -0.3546 0.7474 -0.0515
N -1.6419 1.1099 -0.0186
I -3.2389 -0.1611 -0.0270
H 1.5806 -1.7934 -0.6207
H 1.8545 -1.0197 0.9305
H 2.3450 -0.0848 -0.2980
H -0.5421 -1.2076 0.0385
H 0.3290 1.6342 -0.0783
H -1.9987 2.0512 0.1937
```

Properties
- Net charge: +1
- SMILES string: C/[NH+]=C/NI
- LUMO level: -0.1730 Eh
- HOMO energy: -14.03 eV



What did the first record say?
A structure of composition C7H11NO2 at a distorted geometry. Source: the Open Molecules 2025 dataset; level of theory: ωB97M-V with the def2-TZVPD basis set.

```
21
Properties=species:S:1:pos:R:3
C 0.4356 -0.0133 1.8428
C -1.7911 -0.4722 1.5753
C 1.7007 0.1989 2.2393
C 0.0823 -0.8072 0.1211
C -0.0357 -0.3473 -2.3254
C 0.0623 1.5073 -0.7734
C 0.4774 0.0631 -0.9977
N -1.3419 -0.8772 0.3574
O -2.9074 -0.6548 2.0102
O -0.7837 0.1748 2.2488
H 2.1420 0.6433 3.1226
H 2.3583 -0.2952 1.5118
H 0.5627 -1.7559 0.1657
H -1.0750 -0.0812 -2.5339
H 0.1965 -1.4814 -2.5612
H 0.4593 0.2559 -3.0781
H -1.0375 1.5181 -0.5149
H 0.3311 2.1056 -1.6437
H 0.5457 2.0562 0.1173
H 1.5605 0.0134 -0.9314
H -1.9419 -1.7509 0.0472
```

Properties
- LUMO level: 0.0248 Eh
- HOMO energy: -9.52 eV



Q: HOMO energy of number 1 (C7H11NO2)?
A: -9.52 eV